Entry 1:
A molecular structure, C7H19BF4N3O3Rb at a distorted geometry, computed with ωB97M-V/def2-TZVPD.

```
! wB97M-V def2-TZVPD RIJCOSX def2/J DEFGRID3
* xyz 0 1
F -4.721 -2.579 -3.999
B -5.285 -1.690 -3.175
C 0.120 -0.737 -1.293
C -1.770 -1.565 -0.037
N 1.231 -0.603 0.910
F -6.544 -2.030 -2.865
O 3.187 -0.335 3.132
N -1.405 3.655 -0.636
H 1.529 3.356 -1.499
H 3.612 0.242 5.063
H 0.778 4.402 -0.317
H 1.656 0.740 -0.542
H -1.639 -0.880 0.801
H -2.338 3.278 -0.543
H -0.490 -0.154 -1.983
Rb -3.351 1.109 -2.627
H 3.364 -1.414 4.934
N 0.697 3.712 -1.050
H 4.058 -1.834 2.234
H 4.892 -0.657 4.360
H 0.516 -1.314 0.846
O -0.575 -1.875 -0.757
H -0.041 0.712 0.188
C -0.487 3.267 -1.432
C 0.781 0.154 -0.261
H -2.400 -0.981 -0.708
H -1.239 4.427 -0.007
H -2.324 -2.443 0.296
H 2.701 -1.813 0.137
H 0.850 -1.059 -2.037
H 2.411 -2.260 2.738
C 3.035 -1.468 2.322
F -4.537 -1.566 -1.991
C 3.805 -0.585 4.379
O -0.713 2.461 -2.275
H 3.257 -0.160 0.582
C 2.657 -1.019 0.883
F -5.277 -0.492 -3.770
*
```

For the molar mass, the calculation gives 365.5 u. The HOMO energy comes out at -0.31724 Ha.

Mulliken population analysis, charges in e, atoms 1 to 2: F -0.3582; B 0.4742

Entry 2:
A molecular structure, C7H19Br2MnNO3 at a distorted geometry, computed with ωB97M-V/def2-TZVPD.

```
! wB97M-V def2-TZVPD RIJCOSX def2/J DEFGRID3
* xyz 0 6
H 20.701 10.238 -29.266
H 21.085 6.805 -26.010
H 21.875 8.169 -28.718
C 16.877 10.744 -29.330
H 16.131 9.616 -21.792
H 17.594 7.195 -21.946
Br 19.917 12.685 -24.903
H 15.441 8.078 -21.648
C 20.785 8.162 -28.707
C 15.383 10.029 -27.709
H 16.359 10.078 -30.020
H 20.968 8.434 -25.486
C 21.263 7.828 -26.343
C 18.326 10.702 -29.801
C 16.390 8.596 -21.509
H 20.400 7.239 -29.141
H 14.904 9.398 -28.457
N 18.797 9.392 -29.420
H 22.300 7.993 -26.633
H 20.565 9.126 -30.581
O 20.325 8.221 -27.351
O 17.334 8.010 -22.381
O 16.727 10.229 -28.013
Mn 18.095 8.898 -26.449
H 14.792 10.938 -27.827
H 16.638 8.477 -20.454
H 18.323 8.824 -30.107
H 18.923 11.513 -29.384
C 20.236 9.295 -29.555
H 16.439 11.742 -29.360
H 18.483 10.803 -30.875
Br 15.701 5.220 -27.505
H 15.321 9.688 -26.676
*
```

For the molar mass, the calculation gives 380.0 u. The HOMO energy (spin up / spin down) comes out at -0.26606 / -0.29678 Ha.

Mulliken population analysis, charges in e, atoms 1 to 2: H 0.4217; H 0.2965

Entry 3:
A molecular structure, C7H19BrMnNO7S at a distorted geometry, computed with ωB97M-V/def2-TZVPD.

```
! wB97M-V def2-TZVPD RIJCOSX def2/J DEFGRID3
* xyz -1 6
C -1.597 0.642 1.115
H -4.391 2.283 4.076
C -3.321 2.315 3.866
O -3.102 1.630 2.662
H 2.058 2.464 -0.870
N -0.204 0.442 0.706
H -3.004 3.364 3.794
Br -1.777 0.117 -2.423
O -0.350 -2.544 0.177
H 0.255 0.059 1.539
H -1.304 0.815 3.257
S 0.949 -2.561 0.965
H 2.541 1.096 0.137
C 0.432 -3.012 -3.877
C 2.608 0.434 -2.453
Mn 0.159 -0.938 -1.004
H -1.193 2.361 2.373
H 0.639 -2.218 -4.598
O 1.525 -3.891 1.073
C 0.475 1.693 0.304
O 1.843 -1.685 0.089
H 1.107 -3.834 -4.118
O 1.524 0.579 -1.566
H -2.797 1.830 4.700
H 3.557 0.432 -1.906
O 0.665 -2.519 -2.558
H 2.606 1.238 -3.195
O 0.724 -1.920 2.272
H -0.235 2.318 -0.244
H 1.162 -3.165 -2.045
C -1.730 1.399 2.427
H 2.504 -0.536 -2.933
H -0.606 -3.319 -3.986
H 0.755 2.283 1.188
H -2.075 -0.333 1.210
C 1.734 1.481 -0.499
H -2.137 1.197 0.347
*
```

For the molar mass, the calculation gives 396.1 u. The HOMO energy (spin up / spin down) comes out at -0.16104 / -0.19734 Ha.

Mulliken population analysis, charges in e, atoms 1 to 2: C -0.9777; H 0.2528

Entry 4:
A molecular structure, C7H19CdClNO3 at a distorted geometry, computed with ωB97M-V/def2-TZVPD.

```
! wB97M-V def2-TZVPD RIJCOSX def2/J DEFGRID3
* xyz 1 1
O -12.222 28.401 18.619
H -13.006 27.098 20.579
C -15.330 24.938 20.863
H -14.442 27.071 18.425
H -10.534 22.466 20.389
C -16.565 23.065 21.546
H -10.983 26.886 19.138
H -10.532 29.000 17.541
H -12.657 25.426 20.001
H -16.297 26.157 19.411
Cl -8.540 26.331 17.640
H -15.726 22.511 21.092
H -17.492 22.537 21.355
C -11.634 28.986 17.504
C -10.100 23.430 20.144
H -9.118 23.493 20.628
H -11.934 30.032 17.444
H -16.336 23.035 22.621
Cd -7.649 25.692 15.447
H -14.959 25.067 21.890
H -12.073 26.464 17.785
N -14.304 26.331 19.098
C -12.988 26.423 19.711
H -10.705 24.222 20.600
O -16.614 24.358 21.007
C -11.995 27.020 18.725
O -9.998 23.562 18.739
H -14.642 24.217 20.395
H -9.583 24.401 18.525
H -15.426 27.074 20.719
H -11.893 28.516 16.546
C -15.407 26.212 20.040
*
```

For the molar mass, the calculation gives 313.1 u. The HOMO energy comes out at -0.39952 Ha.

Mulliken population analysis, charges in e, atoms 1 to 2: O -0.3186; H 0.3182

Entry 5:
2 unconnected molecules or ions with the total composition C7H19ClO4PS, computed with ωB97M-V/def2-TZVPD.

```
! wB97M-V def2-TZVPD RIJCOSX def2/J DEFGRID3
* xyz -1 1
C 3.131 -0.637 1.673
H -0.583 0.599 2.305
H 3.518 1.490 1.308
H -2.308 -2.225 -1.088
H -3.068 2.656 -2.584
C -0.317 3.339 -3.057
H -1.845 -1.116 1.126
H 0.294 -0.437 0.740
H -0.214 3.828 -2.088
H -0.816 -1.297 -1.214
O 0.000 1.074 -1.751
H -2.137 2.679 -1.036
H -0.895 -2.949 -1.843
P 0.543 -0.289 2.143
O 1.567 1.100 1.796
C 2.737 0.739 1.149
C -2.405 2.100 -1.920
O 2.034 -1.355 1.824
C -1.217 -2.297 -1.025
H 0.899 -0.281 3.502
H 2.584 0.618 0.058
C -0.764 -2.816 0.331
S -0.889 1.651 -2.781
H -1.015 3.871 -3.703
C -1.353 -2.026 1.516
H -1.020 -3.876 0.435
Cl 4.070 -0.379 3.329
H -2.874 1.166 -1.614
H 3.900 -1.145 1.088
H 0.657 3.265 -3.538
H -2.130 -2.615 2.019
H 0.322 -2.748 0.418
O -0.405 -1.686 2.481
*
```

For the molar mass, the calculation gives 265.7 u. The HOMO energy comes out at -0.16227 Ha.

Mulliken population analysis, charges in e, atoms 1 to 2: C 0.0008; H -0.0175

Entry 6:
A molecular structure, C7H19KNO4P2S2, computed with ωB97M-V/def2-TZVPD.

```
! wB97M-V def2-TZVPD RIJCOSX def2/J DEFGRID3
* xyz -1 1
H -0.894 -0.633 -3.836
S 2.189 -4.106 -0.229
H 4.666 1.016 2.076
H 1.728 1.826 -1.910
H -3.098 -1.999 -0.359
H -1.771 0.828 -3.330
C -1.327 -0.109 -2.983
O 3.069 -3.379 0.746
H 4.378 2.772 1.906
C -2.011 0.626 0.247
H 0.368 2.249 -2.992
P -1.464 -0.911 1.139
H -2.113 -0.743 -2.572
O 1.719 0.544 2.308
C 3.977 1.833 2.283
H -0.175 1.754 0.080
K 1.813 -1.281 0.563
C -2.822 -0.951 2.388
C -2.096 -2.227 0.020
C -0.926 1.316 -0.582
O 2.791 0.900 0.168
H -1.394 -2.384 -0.798
P -0.016 0.183 -1.715
H 1.508 0.956 -3.438
H 3.786 1.904 3.351
H -1.365 2.138 -1.161
N 0.965 -3.486 -0.733
C 0.986 1.433 -2.606
H -2.355 1.319 1.020
H -2.682 -0.146 3.110
H -2.785 -1.899 2.928
S 2.421 1.503 1.454
O 1.754 2.788 1.323
H -3.809 -0.849 1.928
H -2.129 -3.166 0.576
H -2.885 0.382 -0.369
*
```

For the molar mass, the calculation gives 346.4 u. The HOMO energy comes out at -0.18058 Ha.

Mulliken population analysis, charges in e, atoms 1 to 2: H 0.3905; S 0.1980